Below is a cluster of 11 separate species, C51H53F4N5O2 in total at a distorted geometry, with properties calculated with ωB97M-V with the def2-TZVPD basis set.

Its SMILES is Fc1ccccc1.Fc1ccccc1.Fc1ccccc1.Fc1ccccc1.c1ccncc1.c1ccncc1.c1ccncc1.c1ccncc1.c1ccncc1.CO.CO. The charge is 0. For the relative energy (zero: lowest compared OMol25 entry of this formula, charge and spin), the calculation gives 0.000 eV. The HOMO-LUMO gap is 9.459 eV.

Geometry (Å):
N1 2.3150 -1.9158 0.2845
C1 2.9195 -0.9222 -0.3853
C2 4.2873 -0.7520 -0.5001
C3 5.1252 -1.7340 0.0157
C4 4.5259 -2.7620 0.7344
C5 3.1401 -2.8349 0.7983
H1 2.2705 -0.1136 -0.6957
H2 4.6830 0.1008 -1.0346
H3 6.1996 -1.6669 -0.0803
H4 5.1135 -3.5592 1.1687
H5 2.5737 -3.5937 1.3273
N2 -2.9739 1.5835 2.3607
C6 -4.1488 2.0754 2.7557
C7 -4.8567 1.4407 3.7656
C8 -4.3969 0.2682 4.3180
C9 -3.2460 -0.3240 3.7964
C10 -2.5766 0.3979 2.8222
H6 -4.5117 2.9739 2.2739
H7 -5.7451 1.9126 4.1723
H8 -4.9098 -0.2380 5.1261
H9 -3.0038 -1.3149 4.1551
H10 -1.6045 0.0603 2.4730
N3 2.2943 -2.2526 -4.8531
C11 1.3547 -1.4887 -4.2988
C12 1.5864 -0.2468 -3.7116
C13 2.8826 0.2337 -3.7365
C14 3.8805 -0.5377 -4.3287
C15 3.5531 -1.7797 -4.8273
H11 0.3457 -1.8853 -4.2382
H12 0.7875 0.3828 -3.3411
H13 3.1697 1.2284 -3.4141
H14 4.8931 -0.1563 -4.3069
H15 4.2892 -2.4300 -5.2824
N4 -1.9736 0.6701 -3.5313
C16 -1.5724 0.3289 -4.7488
C17 -0.8959 1.2121 -5.5919
C18 -0.5899 2.4707 -5.1476
C19 -0.8757 2.8002 -3.8250
C20 -1.6207 1.8813 -3.0848
H16 -1.8267 -0.6319 -5.1739
H17 -0.6635 0.8856 -6.5983
H18 -0.1319 3.2159 -5.7877
H19 -0.5863 3.7521 -3.4036
H20 -1.8387 2.2020 -2.0728
N5 -6.9371 1.3840 -0.1862
C21 -6.2761 0.4688 0.5415
C22 -5.0601 -0.0579 0.1633
C23 -4.3909 0.4340 -0.9321
C24 -4.9646 1.5166 -1.5810
C25 -6.2537 1.8841 -1.2329
H21 -6.7454 0.0935 1.4424
H22 -4.5907 -0.8783 0.6945
H23 -3.4181 0.0514 -1.2135
H24 -4.4987 2.0164 -2.4203
H25 -6.8048 2.5853 -1.8483
C26 1.8216 -1.1470 3.5820
O1 2.0868 -0.5021 4.8155
H26 1.6933 -2.2327 3.5639
H27 0.9665 -0.6693 3.0873
H28 2.6722 -0.9128 2.9377
H29 1.2814 -0.5790 5.3389
C27 -0.5261 0.1170 -0.2352
O2 -0.5765 -1.1882 0.2894
H30 0.0466 0.7810 0.4320
H31 -0.0306 0.2251 -1.2042
H32 -1.4835 0.6397 -0.2226
H33 0.3359 -1.4886 0.4055
F1 0.6399 -3.8426 -1.3988
C28 -0.1437 -3.6446 -2.4733
C29 0.0277 -4.3966 -3.6106
C30 -0.8397 -4.2522 -4.6981
C31 -1.9064 -3.3672 -4.5971
C32 -2.1455 -2.7076 -3.3951
C33 -1.2492 -2.8218 -2.3342
H34 0.8699 -5.0679 -3.7227
H35 -0.6998 -4.9346 -5.5237
H36 -2.6096 -3.2629 -5.4144
H37 -3.0097 -2.0750 -3.2450
H38 -1.4709 -2.3415 -1.3898
F2 -0.4587 1.0941 5.1129
C34 0.2043 2.2272 4.8218
C35 0.4391 2.5584 3.4847
C36 1.1376 3.7382 3.1955
C37 1.6151 4.5384 4.2063
C38 1.4236 4.1611 5.5283
C39 0.6553 3.0604 5.8513
H39 0.1124 1.8544 2.7312
H40 1.2952 3.9800 2.1526
H41 2.1384 5.4562 3.9708
H42 1.8754 4.7262 6.3338
H43 0.4047 2.8943 6.8903
F3 -1.7909 -2.5796 4.7482
C40 -1.3420 -3.2651 3.6743
C41 -0.8811 -2.5764 2.5780
C42 -0.2315 -3.2665 1.5293
C43 -0.1806 -4.6405 1.6075
C44 -0.7699 -5.3570 2.6506
C45 -1.2754 -4.6485 3.7120
H44 -0.9259 -1.4938 2.6058
H45 0.1343 -2.7012 0.6871
H46 0.3027 -5.2299 0.8347
H47 -0.7000 -6.4304 2.7507
H48 -1.5857 -5.2101 4.5877
F4 1.8450 2.1343 -0.3186
C46 2.7652 3.1129 -0.3515
C47 2.8374 3.9247 -1.4663
C48 3.8693 4.8665 -1.5083
C49 4.7634 4.9970 -0.4466
C50 4.6065 4.2181 0.6961
C51 3.6520 3.2276 0.6905
H49 2.1508 3.8735 -2.3003
H50 4.0480 5.4859 -2.3773
H51 5.5937 5.6844 -0.5305
H52 5.3782 4.3349 1.4457
H53 3.4430 2.4874 1.4597

Forces on atoms 1 to 6 (eV/Å):
1.105 0.457 -0.644
-0.516 0.692 0.809
0.286 -0.520 -0.368
-0.549 0.187 0.445
-0.027 -0.513 -0.439
-0.798 0.310 0.284

=====

Below is a structure of composition C51H56BrN6O2PtSSi2, with properties calculated with ωB97M-V with the def2-TZVPD basis set.

As for the spin multiplicity: 5. The charge is +1. For the relative energy (zero: lowest compared OMol25 entry of this formula, charge and spin), the calculation gives 0.000 eV. The HOMO-LUMO gap (spin up / spin down) is 4.971 / 3.636 eV.

Geometry (Å):
Pt1 0.0248 0.8134 -0.5586
C1 -0.2240 -12.5148 2.3103
O1 -1.2871 -11.6416 1.9187
C2 -1.0351 -10.3505 1.7413
C3 -2.1406 -9.5600 1.3786
C4 -1.9852 -8.2189 1.1774
C5 -0.7161 -7.6140 1.3270
C6 0.3801 -8.4175 1.6837
C7 0.2348 -9.7678 1.8902
C8 -0.5992 -6.2161 1.1129
N1 -1.6258 -5.4036 0.7922
C9 -1.1122 -4.1879 0.6712
C10 0.3024 -4.2062 0.9199
N2 0.5776 -5.5029 1.1958
C11 1.1531 -3.0798 0.8224
C12 2.5173 -3.0598 1.0579
C13 3.2167 -1.8325 0.8816
C14 2.5373 -0.7376 0.4486
N3 1.1926 -0.7490 0.1916
C15 0.4800 -1.8927 0.4153
C16 -0.9284 -1.8284 0.2367
N4 -1.4499 -0.6113 -0.0749
C17 -2.7587 -0.5086 -0.3296
C18 -3.6287 -1.5820 -0.2698
C19 -3.1232 -2.8342 0.0736
C20 -1.7738 -2.9612 0.3317
H1 -0.6763 -13.4937 2.4214
H2 0.2027 -12.1959 3.2615
H3 0.5458 -12.5501 1.5391
H4 -3.1020 -10.0416 1.2683
H5 -2.8267 -7.6009 0.8988
H6 1.3678 -7.9903 1.8045
H7 1.0913 -10.3645 2.1631
H8 1.4872 -5.8807 1.3993
H9 3.0443 -3.9525 1.3670
H10 4.2775 -1.7626 1.0663
H11 3.0291 0.2070 0.2601
H12 -3.1064 0.4846 -0.5857
H13 -4.6766 -1.4341 -0.4826
H14 -3.7641 -3.7041 0.1334
Br1 2.7175 3.7987 5.7352
C21 2.0476 3.0199 4.1607
C22 2.6540 3.2757 2.9446
C23 2.1176 2.6829 1.8115
N5 1.0539 1.8813 1.8387
C24 0.4891 1.6474 3.0224
C25 0.9412 2.1895 4.2135
H15 3.5151 3.9241 2.8704
H16 2.5437 2.8710 0.8329
H17 -0.3782 1.0009 3.0198
H18 0.4435 1.9698 5.1471
C26 7.9398 8.1378 -2.8601
C27 6.6721 7.4721 -3.3150
O2 5.5917 7.9809 -3.2843
S1 6.9485 5.7849 -3.9676
C28 5.5589 4.9060 -3.2918
C29 4.2452 5.3495 -3.4034
C30 3.2162 4.6031 -2.8543
C31 3.4718 3.3894 -2.2162
C32 4.7897 2.9373 -2.1401
C33 5.8241 3.6917 -2.6647
C34 2.3952 2.6130 -1.6644
C35 1.4759 1.9629 -1.2215
H19 7.7424 9.1730 -2.5961
H20 8.6896 8.0813 -3.6518
H21 8.3361 7.5905 -2.0046
H22 4.0292 6.2721 -3.9196
H23 2.1951 4.9520 -2.9355
H24 4.9997 1.9898 -1.6602
H25 6.8456 3.3425 -2.5869
C36 0.1525 -1.0727 -5.5571
N6 0.3732 -1.2886 -4.1452
C37 1.5932 -0.6757 -3.6600
C38 -0.7810 -1.0740 -3.2949
C39 -1.3042 0.3533 -3.2448
C40 -2.1546 0.7943 -4.2591
C41 -2.5988 2.1062 -4.3227
C42 -2.1856 3.0175 -3.3639
C43 -1.3399 2.6085 -2.3400
C44 -0.9414 1.2740 -2.2630
H26 1.0196 -1.4324 -6.1123
H27 -0.0042 -0.0177 -5.8299
H28 -0.7196 -1.6411 -5.8872
H29 2.4334 -1.0318 -4.2580
H30 1.7628 -0.9671 -2.6208
H31 1.5880 0.4241 -3.6962
H32 -0.4993 -1.3993 -2.2928
H33 -1.5869 -1.7277 -3.6436
H34 -2.4734 0.0850 -5.0149
H35 -3.2524 2.4186 -5.1263
H36 -2.5011 4.0520 -3.4124
H37 -1.0085 3.3308 -1.6047
C45 -5.3032 1.1409 2.3091
Si1 -3.5626 1.2907 2.9864
C46 -3.6416 2.1317 4.6554
C47 -2.8815 -0.4441 3.2494
C48 -2.5418 2.2912 1.8028
Si2 -2.5883 4.1185 1.4528
C49 -3.7742 4.4203 0.0363
C50 -0.8597 4.6811 0.9887
C51 -3.1680 5.0955 2.9338
H38 -5.9925 0.7990 3.0851
H39 -5.3541 0.4314 1.4800
H40 -5.6613 2.1067 1.9462
H41 -4.0153 1.4281 5.4033
H42 -4.3125 2.9911 4.6441
H43 -2.6613 2.4827 4.9855
H44 -3.2997 -0.8517 4.1733
H45 -1.7949 -0.4774 3.3453
H46 -3.1638 -1.1178 2.4381
H47 -1.8206 1.7801 1.1644
H48 -3.6241 3.7155 -0.7847
H49 -3.6408 5.4315 -0.3565
H50 -4.8089 4.3283 0.3743
H51 -0.2673 3.8675 0.5617
H52 -0.3258 5.0355 1.8746
H53 -0.8813 5.5003 0.2665
H54 -4.2117 4.8905 3.1798
H55 -3.0852 6.1636 2.7166
H56 -2.5635 4.8871 3.8183

Forces on atoms 1 to 6 (eV/Å):
0.269 0.574 0.072
-0.024 0.043 -0.024
-0.001 -0.053 0.030
0.030 -0.002 -0.017
0.026 0.005 0.012
0.052 0.015 0.005

=====

Below is a cluster of 9 separate species, C51H56N10O5 in total at a distorted geometry, with properties calculated with ωB97M-V with the def2-TZVPD basis set.

Its SMILES is C[C@H](O)CNCCOOC(=O)Oc1ccncc1.c1ccncc1.c1ccncc1.c1ccncc1.c1ccncc1.c1ccncc1.c1ccncc1.c1ccncc1.c1ccncc1. The charge is 0. The HOMO-LUMO gap is 9.135 eV.

Geometry (Å):
C1 2.7133 -4.9598 -1.6698
C2 2.7387 -6.4551 -2.0147
O1 3.3570 -7.2125 -0.9829
C3 3.4272 -6.7823 -3.3392
N1 4.8676 -6.9522 -3.2271
C4 5.5959 -5.6984 -3.1101
C5 6.9504 -5.7684 -3.7809
O2 7.6977 -6.8960 -3.3831
O3 8.3881 -6.4727 -2.2116
C6 8.7620 -7.5583 -1.5258
O4 8.7802 -8.6638 -1.9202
O5 9.1343 -7.1794 -0.2827
C7 8.0427 -6.6099 0.4005
C8 6.9079 -7.3691 0.6309
C9 5.8444 -6.7460 1.2758
N2 5.8455 -5.4756 1.6853
C10 6.9666 -4.7877 1.4642
C11 8.0930 -5.2934 0.8228
H1 3.6087 -4.7486 -1.0873
H2 2.7910 -4.3771 -2.5817
H3 1.8206 -4.6882 -1.1290
H4 1.7032 -6.7990 -2.1027
H5 2.9791 -6.9217 -0.1485
H6 3.0210 -7.7237 -3.6989
H7 3.1596 -6.0234 -4.0835
H8 5.1662 -7.4172 -4.0770
H9 5.0573 -4.8465 -3.5427
H10 5.7394 -5.4621 -2.0531
H11 7.4979 -4.8484 -3.5883
H12 6.8252 -5.8180 -4.8613
H13 6.8559 -8.3962 0.3098
H14 4.9440 -7.3180 1.4462
H15 6.9836 -3.7581 1.7937
H16 8.9705 -4.6923 0.6537
N3 1.1729 -2.2378 -0.8326
C12 1.6344 -1.4859 0.1656
C13 0.8424 -0.6226 0.9073
C14 -0.5044 -0.5279 0.5953
C15 -0.9999 -1.3022 -0.4422
C16 -0.1228 -2.1369 -1.1167
H17 2.6941 -1.5859 0.3762
H18 1.2722 -0.0365 1.7078
H19 -1.1506 0.1398 1.1448
H20 -2.0436 -1.2603 -0.7237
H21 -0.4707 -2.7642 -1.9329
N4 -1.6440 2.5537 0.9255
C17 -2.6787 2.6865 0.0977
C18 -3.6054 3.7139 0.1834
C19 -3.4519 4.6557 1.1871
C20 -2.3815 4.5355 2.0591
C21 -1.5108 3.4703 1.8835
H22 -2.7637 1.9263 -0.6727
H23 -4.4277 3.7757 -0.5165
H24 -4.1570 5.4711 1.2866
H25 -2.2244 5.2496 2.8582
H26 -0.6589 3.3387 2.5429
N5 3.8711 -9.7095 -5.3367
C22 4.9270 -9.6844 -6.1479
C23 4.9844 -10.3592 -7.3577
C24 3.8840 -11.1051 -7.7467
C25 2.7778 -11.1445 -6.9140
C26 2.8226 -10.4311 -5.7259
H27 5.7713 -9.0951 -5.8045
H28 5.8697 -10.3013 -7.9756
H29 3.8890 -11.6479 -8.6832
H30 1.8981 -11.7155 -7.1773
H31 1.9770 -10.4342 -5.0463
N6 -7.1673 4.8915 0.0949
C27 -7.5066 5.7333 1.0694
C28 -8.1660 5.3470 2.2266
C29 -8.4961 4.0105 2.3818
C30 -8.1537 3.1207 1.3774
C31 -7.4923 3.6101 0.2612
H32 -7.2355 6.7713 0.9078
H33 -8.4159 6.0768 2.9847
H34 -9.0136 3.6690 3.2688
H35 -8.3925 2.0691 1.4552
H36 -7.2030 2.9462 -0.5462
N7 -13.5999 5.3291 -0.2738
C32 -14.1412 6.3001 0.4582
C33 -13.4194 7.0962 1.3348
C34 -12.0586 6.8689 1.4603
C35 -11.4786 5.8614 0.7073
C36 -12.2912 5.1252 -0.1423
H37 -15.2088 6.4436 0.3320
H38 -13.9130 7.8730 1.9027
H39 -11.4592 7.4681 2.1344
H40 -10.4210 5.6503 0.7738
H41 -11.8761 4.3297 -0.7515
N8 -0.3427 6.7693 4.2299
C37 0.0424 7.7603 5.0336
C38 1.2207 8.4718 4.8609
C39 2.0459 8.1346 3.7995
C40 1.6604 7.1061 2.9555
C41 0.4611 6.4610 3.2147
H42 -0.6295 7.9882 5.8547
H43 1.4827 9.2691 5.5433
H44 2.9741 8.6659 3.6322
H45 2.2725 6.8096 2.1150
H46 0.1204 5.6517 2.5795
N9 -0.5883 8.6492 8.6056
C42 -1.1405 9.6065 9.3481
C43 -0.4336 10.3922 10.2459
C44 0.9259 10.1700 10.3850
C45 1.5185 9.1769 9.6224
C46 0.7215 8.4502 8.7514
H47 -2.2074 9.7467 9.2130
H48 -0.9385 11.1566 10.8200
H49 1.5141 10.7602 11.0758
H50 2.5767 8.9683 9.6989
H51 1.1470 7.6668 8.1330
N10 1.8406 0.2362 -6.1032
C47 1.8756 -0.4590 -4.9683
C48 0.7810 -1.1273 -4.4401
C49 -0.4189 -1.0672 -5.1289
C50 -0.4746 -0.3468 -6.3112
C51 0.6796 0.2824 -6.7527
H52 2.8325 -0.4786 -4.4582
H53 0.8716 -1.6789 -3.5159
H54 -1.2979 -1.5742 -4.7503
H55 -1.3910 -0.2730 -6.8806
H56 0.6797 0.8539 -7.6745

Forces on atoms 1 to 6 (eV/Å):
0.635 -0.756 -0.316
-0.246 0.375 0.073
0.118 -0.142 0.061
0.032 -0.505 0.303
-0.036 0.319 -0.571
0.096 -0.116 0.439

=====

Below is a cluster of 9 separate species, C51H56N5O10 in total at a distorted geometry, with properties calculated with ωB97M-V with the def2-TZVPD basis set.

The charge is +1. For the relative energy (zero: lowest compared OMol25 entry of this formula, charge and spin), the calculation gives 3.279 eV. The HOMO-LUMO gap is 6.568 eV.

Geometry (Å):
C1 0.2872 0.4924 -1.2786
C2 0.7222 -0.5666 -0.3156
N1 1.4662 -0.0656 0.8664
C3 2.6772 0.4984 0.8524
C4 3.1012 0.7324 2.2014
N2 2.0442 0.3214 2.9694
C5 0.9922 -0.2076 2.1294
C6 2.1732 -0.0286 4.4674
H1 0.0682 0.2364 -2.1146
H2 0.9652 1.3654 -1.5286
H3 -0.3888 1.1984 -0.8616
H4 1.4322 -1.2976 -0.9206
H5 -0.1838 -1.1876 -0.0096
H6 3.2742 0.7924 -0.0346
H7 3.9202 1.1094 2.5264
H8 0.2762 -0.5546 2.5044
H9 2.7582 -1.0556 4.5744
H10 1.2662 -0.4936 5.0304
H11 2.5252 0.7424 5.0084
N3 2.1822 -4.3686 -0.0006
C7 1.2742 -5.2266 0.0544
C8 0.6722 -5.7916 1.2624
C9 1.0942 -5.1176 2.4134
C10 1.7802 -3.9346 2.3584
C11 2.5562 -3.6576 1.1424
H12 0.9372 -5.6046 -0.8586
H13 0.0542 -6.7276 1.0394
H14 0.5772 -5.5626 3.3154
H15 1.8872 -3.4786 3.3434
H16 3.3332 -2.8166 1.0434
N4 -2.4718 1.3334 -3.6596
C12 -1.8128 0.7024 -4.6366
C13 -1.7208 -0.6076 -4.7636
C14 -2.2498 -1.5086 -3.6836
C15 -2.8688 -0.8096 -2.6916
C16 -2.9648 0.5554 -2.7206
H17 -1.4408 1.2544 -5.3876
H18 -1.1958 -0.8866 -5.5996
H19 -2.0488 -2.6446 -3.8086
H20 -3.2738 -1.1056 -1.6806
H21 -3.0998 1.0134 -1.6366
N5 0.8142 -2.3626 6.9384
C17 2.0602 -2.7876 7.1434
C18 2.3712 -4.1956 7.0764
C19 1.2852 -5.1236 6.7874
C20 0.0392 -4.6056 6.3814
C21 -0.1208 -3.2346 6.4704
H22 2.8632 -2.0516 7.4214
H23 3.3802 -4.6956 7.2004
H24 1.5502 -6.2556 6.6344
H25 -0.8418 -5.2706 6.1974
H26 -1.1508 -2.7096 6.2284
C22 -3.5238 2.7674 3.3604
C23 -4.7338 3.7404 3.2244
C24 -4.9028 4.2514 2.0164
C25 -3.9618 3.9564 0.9304
C26 -2.8038 3.1314 1.0634
C27 -2.7538 2.4774 2.2864
O1 -1.7608 1.6244 2.6834
O2 -5.8488 5.1424 1.8554
H27 -3.4968 2.1884 4.2024
H28 -5.4668 4.0384 3.9104
H29 -4.0408 4.3594 -0.0936
H30 -2.2548 2.7154 0.3244
H31 -1.1538 1.8374 3.4034
H32 -5.3868 5.7784 1.4464
C28 1.1962 -4.8806 -4.2746
C29 0.7332 -5.2756 -5.5656
C30 0.6752 -4.3106 -6.6206
C31 0.7782 -2.9516 -6.1946
C32 1.1032 -2.5706 -4.9646
C33 1.3752 -3.5186 -3.9336
O3 1.8492 -3.1146 -2.8466
O4 0.3862 -4.7546 -7.9296
H33 1.4302 -5.6476 -3.6016
H34 0.5782 -6.3676 -5.7616
H35 0.6532 -2.0466 -6.9976
H36 1.2672 -1.5746 -4.8266
H37 1.7842 -3.7676 -1.9126
H38 0.2082 -4.1346 -8.5436
C34 -2.3288 -3.8516 3.7294
C35 -1.8888 -2.7546 2.7154
C36 -2.5428 -1.4966 2.8134
C37 -3.4728 -1.2456 3.8784
C38 -3.7828 -2.2506 4.7714
C39 -3.3988 -3.6026 4.6664
O5 -3.6148 -4.6076 5.5284
O6 -2.4418 -0.5686 1.8654
H39 -2.0938 -4.9566 3.6684
H40 -1.3058 -3.0216 1.6984
H41 -3.7468 -0.2446 4.0124
H42 -4.3458 -2.0476 5.5734
H43 -3.2378 -5.4486 5.3194
H44 -2.4438 0.2014 2.5014
C40 -0.1988 4.7944 -1.4826
C41 0.8452 5.7834 -0.8406
C42 0.6252 7.0744 -0.6386
C43 -0.6468 7.5954 -1.1836
C44 -1.6588 6.7344 -1.7836
C45 -1.4078 5.4154 -1.9596
O7 -2.3898 4.6824 -2.5836
O8 1.5812 7.9354 -0.2116
H45 0.1092 3.7444 -1.6586
H46 1.8012 5.2924 -0.4256
H47 -0.8358 8.6444 -1.2076
H48 -2.4738 7.2714 -2.1266
H49 -2.4138 3.7504 -2.7286
H50 2.0112 7.5334 0.5354
C46 4.6332 3.3594 -3.9156
C47 5.0442 3.9944 -5.2866
C48 3.8892 4.2384 -6.0306
C49 2.5552 4.2614 -5.5076
C50 2.2922 3.7784 -4.2216
C51 3.3802 3.3334 -3.3956
O9 3.1352 2.9374 -2.0986
O10 4.0922 4.4894 -7.4206
H51 5.5252 3.0754 -3.4106
H52 5.9412 3.6574 -5.7446
H53 1.7092 4.2834 -6.1386
H54 1.3652 3.7504 -3.7356
H55 3.9392 2.7944 -1.7056
H56 3.4412 4.8514 -7.8696

Forces on atoms 1 to 6 (eV/Å):
3.893 6.022 9.152
0.719 -2.302 -1.797
-2.512 -1.018 0.986
2.974 1.544 1.906
-7.450 -3.225 -4.801
-2.154 -2.181 0.272

=====

no.,E (Eh)
1,-2798.7844
2,-6126.2364
3,-2900.5760
4,-3002.3342